No. 1
Density functional theory data (ωB97M-V/def2-TZVPD) for C6H7N3 in the gas phase.

```
16
Properties=species:S:1:pos:R:3:forces:R:3
C -0.9339 1.7830 -0.0071 -1.96 -3.14 -1.68
C -0.2600 0.4539 0.0948 1.89 0.81 -0.81
C 1.0915 0.2930 0.1318 -1.51 -3.13 0.32
C 2.1790 1.1409 -0.0054 0.64 1.20 0.33
N 3.1190 1.7954 -0.1240 0.07 0.00 -0.05
C 1.3047 -1.2555 0.1040 -2.22 1.98 -1.29
N 2.5301 -1.7204 -0.0517 2.55 -2.91 -0.33
N 0.1869 -1.8718 -0.0399 0.57 -0.16 -0.20
C -0.8545 -0.8710 -0.1307 0.47 -0.56 -1.79
H -0.0741 2.4182 -0.0108 -0.61 1.68 0.57
H -1.8685 1.7227 0.6369 1.59 1.20 -0.14
H -1.4070 1.6814 -1.0476 0.72 0.82 1.08
H 3.2846 -1.1740 0.2837 0.54 0.61 0.19
H 2.8473 -2.7080 -0.2905 -1.48 1.91 0.60
H -1.5346 -1.0791 0.6013 -2.28 -0.59 2.06
H -1.4479 -0.9470 -1.1131 1.03 0.28 1.14
```
Forces are in eV/Å.

Results
* SMILES string: CC1=C(C#N)C(N)=NC1
* orbital gap: 9.47 eV
* lowest unoccupied orbital energy: 0.364 eV


No. 2
Density functional theory data (ωB97M-V/def2-TZVPD) for a molecular structure, C31H36AlF6NOPSb3.

```
80
Properties=species:S:1:pos:R:3:forces:R:3
Al -0.9542 1.1210 0.2061 0.18 0.59 -0.38
O -2.3674 2.4277 -0.4905 -0.81 -0.40 0.00
N -2.1868 2.4780 0.9575 0.30 0.08 0.35
C -3.2717 2.3667 1.6472 -0.29 0.08 -0.14
C -4.5342 1.8765 1.1484 -0.29 -0.07 -0.39
C -5.7458 2.4429 1.5473 0.29 0.06 0.03
C -6.9432 1.9002 1.1136 -0.07 -0.08 -0.10
C -6.9337 0.7512 0.3371 -0.04 0.10 0.14
C -5.7312 0.1413 -0.0158 0.12 -0.03 -0.11
C -4.5200 0.7143 0.3350 0.19 0.18 0.12
P -2.9729 -0.2189 -0.0267 -0.07 -0.38 0.62
C -2.8069 -1.3444 1.3861 -0.06 -0.16 -0.25
C -3.4557 -2.5751 1.4610 0.00 0.11 -0.11
C -3.3422 -3.3444 2.6102 -0.09 -0.08 -0.07
C -2.6072 -2.8843 3.6933 0.05 0.06 0.01
C -1.9589 -1.6556 3.6294 -0.01 -0.03 0.06
C -2.0510 -0.8991 2.4750 -0.13 0.12 -0.21
C -3.1851 -1.0017 -1.6281 0.23 0.20 0.00
C -3.8443 -0.2792 -2.6283 -0.01 -0.05 0.09
C -3.8238 -0.7415 -3.9334 0.03 0.01 -0.05
C -3.1382 -1.9075 -4.2495 -0.03 0.04 0.04
C -2.4824 -2.6245 -3.2566 0.11 -0.01 -0.05
C -2.4864 -2.1666 -1.9498 -0.06 -0.06 0.15
H -2.2711 3.3451 -0.8195 0.42 0.08 0.16
H -3.1700 2.6054 2.7056 0.24 -0.19 0.02
H -5.7356 3.3385 2.1561 -0.05 -0.04 0.07
H -7.8795 2.3647 1.3896 0.00 0.00 0.01
H -7.8684 0.3153 0.0108 0.01 -0.03 0.01
H -5.7554 -0.7788 -0.5860 0.00 0.01 -0.03
H -4.0486 -2.9214 0.6230 -0.02 -0.08 0.03
H -3.8429 -4.3017 2.6616 -0.01 0.00 0.02
H -2.5419 -3.4786 4.5946 0.00 -0.02 0.00
H -1.3936 -1.2942 4.4783 0.00 0.01 0.00
H -1.5484 0.0694 2.4325 0.00 -0.05 0.15
H -4.3763 0.6310 -2.3839 0.01 0.03 -0.06
H -4.3318 -0.1838 -4.7081 -0.03 -0.01 0.00
H -3.1118 -2.2548 -5.2733 -0.03 -0.03 0.00
H -1.9518 -3.5324 -3.5094 -0.03 -0.03 0.02
H -1.9718 -2.7266 -1.1776 0.00 -0.02 -0.03
C 5.6812 1.8776 -1.9460 -0.09 -0.07 0.36
Sb 4.4859 2.0860 -0.1611 0.20 0.61 -0.26
C 5.5978 3.7419 0.6316 -0.14 -0.27 0.03
C 5.5583 0.4800 1.1674 0.04 -0.17 0.17
C 5.3857 -0.6788 0.3641 -0.16 -0.10 0.04
C 6.4385 -1.0112 -0.5268 0.17 -0.17 -0.05
C 6.3976 -2.1375 -1.3053 0.08 0.08 -0.09
C 5.2752 -2.9638 -1.2467 0.08 -0.06 -0.02
C 4.2219 -2.6518 -0.3968 -0.23 0.24 0.16
C 4.2182 -1.5132 0.4008 -0.06 -0.44 -0.26
C 3.0469 -1.3203 1.3082 -0.25 0.49 0.00
Sb 1.0443 -0.8800 0.3881 0.36 -0.72 -0.20
C 0.2735 -2.7911 0.9638 0.01 0.11 -0.12
C 1.4444 -1.2049 -1.6935 -0.06 0.13 0.19
H 6.6513 2.3339 -1.7554 0.01 0.00 -0.04
H 5.1970 2.3903 -2.7733 -0.08 0.06 0.01
H 5.8090 0.8275 -2.1996 -0.07 0.06 -0.09
H 6.6590 3.4965 0.6101 0.01 0.01 -0.02
H 5.2894 3.9544 1.6529 -0.02 0.02 -0.02
H 5.4278 4.6195 0.0085 -0.05 -0.03 -0.05
H 5.0698 0.5430 2.1325 -0.19 0.11 -0.07
H 6.5616 0.8991 1.1647 -0.01 0.08 0.01
H 7.3116 -0.3709 -0.5474 0.00 0.00 0.00
H 7.2245 -2.3881 -1.9550 0.02 0.01 0.01
H 5.2319 -3.8569 -1.8554 -0.01 -0.02 0.01
H 3.3744 -3.3256 -0.3434 0.02 -0.03 -0.02
H 3.1913 -0.5887 2.0964 0.09 0.01 0.03
H 2.7999 -2.2827 1.7550 -0.07 0.08 0.11
H 0.9190 -3.5526 0.5279 0.04 0.02 -0.02
H -0.7453 -2.9438 0.6180 0.02 0.04 0.02
H 0.2909 -2.8829 2.0483 0.01 0.06 0.01
H 1.5677 -2.2697 -1.8769 0.00 -0.01 0.04
H 2.3564 -0.6773 -1.9682 -0.01 0.02 0.00
H 0.6178 -0.8281 -2.2941 0.00 0.00 0.00
F 0.2183 2.1948 -0.4098 -0.02 -0.14 0.08
Sb 0.5011 4.6271 0.0441 0.33 -0.92 0.03
F -1.1634 4.7882 0.9002 0.30 0.49 -0.11
F -0.5860 4.4476 -1.4956 0.22 0.33 0.30
F 1.3343 6.1925 0.5300 -0.50 0.18 -0.15
F 1.9445 4.2147 -1.0905 -0.16 -0.16 0.54
F 1.0191 3.6310 1.5656 0.16 0.20 -0.71
```
Forces are in eV/Å.

Results
* ⟨S²⟩: 0.779
* 2S+1: 2
* orbital gap (spin up / spin down): 6.95 / 5.65 eV
* total charge: +3
* lowest unoccupied orbital energy (spin up / spin down): -9.191 / -10.631 eV


No. 3
Density functional theory data (ωB97M-V/def2-TZVPD) for 2 unconnected molecules or ions with the total composition C5H15BN2.

```
23
Properties=species:S:1:pos:R:3:forces:R:3
B 1.9816 0.5012 0.0445 -4.83 -0.29 0.94
C 2.6220 -0.0313 -1.2786 1.21 1.11 1.41
C -2.3503 0.7317 0.7042 0.43 1.92 -1.77
C -1.4529 -0.4841 -1.3720 -0.86 -1.20 1.63
C -0.5903 -1.0243 1.1098 0.99 -0.52 -3.16
C -1.1120 -0.0114 0.0743 0.18 1.26 0.80
N 2.3257 0.4785 1.4148 0.66 -1.92 0.28
N -0.0797 1.0059 0.0427 3.86 1.33 -1.71
H 2.4722 0.7275 -2.0150 0.12 1.03 -0.52
H 2.1099 -0.8376 -1.7774 0.15 -0.86 0.47
H 3.7313 -0.0882 -1.0825 -1.00 -0.62 -0.68
H -2.2497 1.9148 0.5788 -0.07 -2.63 0.40
H -3.1668 0.4454 0.0574 -0.87 -0.04 0.31
H -2.5405 0.4799 1.7349 -0.03 -0.02 0.31
H -2.2717 -1.2594 -1.3402 0.48 0.93 -0.27
H -0.6086 -0.9826 -1.7993 0.75 -0.25 -0.31
H -1.7000 0.3731 -1.9985 -0.28 -0.08 0.10
H 0.0631 -1.7501 0.5267 -0.09 0.89 0.99
H -0.0663 -0.4293 1.8479 -0.11 -0.48 0.28
H -1.3729 -1.6292 1.4354 -1.36 -0.89 1.20
H 2.7732 -0.4306 1.6978 0.16 1.50 -0.55
H 1.7491 0.7366 2.2263 -0.04 0.30 -1.32
H -0.2661 1.5635 -0.8318 0.52 -0.47 1.16
```
Forces are in eV/Å.

Results
* orbital gap: 7.90 eV
* lowest unoccupied orbital energy: 0.482 eV


No. 4
Density functional theory data (ωB97M-V/def2-TZVPD) for a gas-phase ion, C3H2NO2S (charge -1).

```
9
Properties=species:S:1:pos:R:3:forces:R:3
O 2.1600 0.6374 0.1581 -3.09 -0.36 -0.40
C 0.9442 0.3717 -0.0042 2.75 1.44 -0.37
N 0.0054 1.3375 -0.4462 0.55 0.53 0.08
C -1.2044 0.8961 -0.4552 -1.12 0.01 0.22
S -1.5540 -0.7089 -0.0131 -0.92 -0.21 -0.07
C 0.4706 -1.0284 0.2867 0.16 -1.32 1.80
O 0.9300 -2.0211 -0.3511 -0.29 0.82 0.73
H -2.1201 1.5465 -0.6939 1.68 -0.59 0.10
H 0.3684 -1.0307 1.5188 0.27 -0.33 -2.09
```
Forces are in eV/Å.

Results
* SMILES string: O=C1N=CS[C@H]1[O-]
* orbital gap: 7.64 eV
* total charge: -1
* lowest unoccupied orbital energy: 3.493 eV